# 1
This record from the OMol25 dataset describes C33H42AsBaN7O2SSi2 as an isolated structure. The level of theory is ωB97M-V with the def2-TZVPD basis set.

The value obtained for the HOMO energy is -5.97 eV. The frontier orbital gap comes out at 5.89 eV. Its charge is 0.

Each line ends with the Mulliken charge.
Element x y z (Å)
Ba1 0.00 0.13 -0.36  1.02
As1 1.43 -0.58 -3.17  0.00
S1 -2.10 2.72 -0.11  2.03
Si1 1.79 1.56 -3.95  0.80
Si2 1.15 -1.85 -5.07  0.25
O1 -0.66 2.90 -0.31  -0.76
O2 -2.55 2.83 1.26  -0.75
N1 3.02 0.78 0.83  0.21
N2 -4.51 0.83 0.26  -0.41
N3 -0.02 -2.74 0.68  0.55
N4 -2.80 -0.81 -0.04  0.26
N5 -2.41 1.31 -0.74  -0.53
N6 -4.92 6.88 -3.24  -0.56
N7 1.28 -0.72 2.37  -0.21
C1 4.64 0.65 -0.97  -0.98
C2 -1.06 -0.62 2.89  0.16
C3 -2.91 3.98 -1.02  -0.75
C4 -0.41 -2.90 -5.05  -0.86
C5 0.23 1.39 2.79  -0.17
C6 4.17 1.23 0.33  0.45
C7 0.10 -1.31 2.53  -0.29
C8 0.01 -2.71 2.02  -0.22
C9 -0.98 0.76 3.01  -0.82
C10 3.41 1.72 -4.90  -1.06
C11 2.60 -3.04 -5.23  -1.08
C12 -4.91 5.23 -1.48  -0.74
C13 -0.12 -3.89 -1.45  -1.03
C14 -0.08 -3.85 2.80  -0.50
C15 1.04 -0.86 -6.67  -1.14
C16 -4.25 4.25 -0.75  -0.61
C17 1.35 0.61 2.49  -0.19
C18 -0.18 -5.11 0.76  -0.73
C19 -3.29 0.45 -0.15  0.03
C20 -3.60 -1.72 0.51  -0.06
C21 1.95 2.70 -2.45  0.08
C22 -4.87 -1.42 0.96  -0.85
C23 3.32 2.15 2.77  -0.63
C24 -4.24 5.94 -2.48  1.09
C25 -5.26 -0.10 0.81  -0.27
C26 -2.24 4.68 -2.02  -0.21
C27 4.51 2.64 2.24  -0.59
C28 -0.11 -3.91 0.05  0.33
C29 0.44 2.35 -5.00  -1.11
C30 -2.90 5.65 -2.74  -0.85
C31 2.63 1.22 2.03  0.44
C32 4.94 2.17 1.02  -0.73
C33 -0.17 -5.07 2.14  -0.59
H1 1.01 -1.57 -7.51  0.37
H2 4.25 1.40 -4.28  0.23
H3 -0.51 2.33 -4.47  0.21
H4 2.25 3.70 -2.79  0.39
H5 5.09 3.38 2.78  0.43
H6 -5.74 7.28 -2.81  0.23
H7 2.67 -3.67 -4.34  0.28
H8 -5.52 -2.15 1.40  0.41
H9 5.19 1.39 -1.55  0.39
H10 2.50 -3.69 -6.11  0.36
H11 -0.25 -6.04 0.23  0.48
H12 -6.25 0.21 1.15  0.41
H13 5.86 2.52 0.58  0.44
H14 3.42 1.10 -5.80  0.25
H15 3.54 -2.49 -5.31  0.27
H16 0.86 -4.14 -1.85  0.29
H17 2.70 2.37 -1.73  -0.29
H18 1.89 -0.20 -6.83  0.25
H19 -0.06 -3.78 3.88  0.49
H20 -0.59 -3.40 -4.10  0.06
H21 -1.86 1.35 3.23  0.40
H22 -5.95 5.44 -1.28  0.28
H23 -1.99 -1.15 3.02  0.52
H24 -2.38 6.19 -3.52  0.29
H25 -0.84 -4.62 -1.84  0.48
H26 -4.76 3.69 0.02  0.40
H27 5.31 -0.18 -0.78  0.42
H28 0.30 1.85 -5.96  0.30
H29 0.31 2.47 2.80  0.39
H30 0.70 3.39 -5.20  0.35
H31 3.59 2.76 -5.21  0.33
H32 -1.29 -2.28 -5.26  0.27
H33 2.96 2.47 3.74  0.47
H34 -4.34 7.56 -3.71  0.23
H35 -3.19 -2.72 0.59  0.38
H36 -0.34 -3.67 -5.82  0.33
H37 1.00 2.83 -1.93  -0.37
H38 -0.23 -5.99 2.71  0.43
H39 -1.20 4.45 -2.21  0.46
H40 3.80 0.27 -1.56  0.00
H41 0.13 -0.27 -6.70  0.25
H42 -0.38 -2.90 -1.82  0.01


# 2
This record from the OMol25 dataset describes one molecule with the formula C7H12. The level of theory is ωB97M-V with the def2-TZVPD basis set.

The value obtained for the HOMO energy is -9.76 eV. As for the SMILES: CC1CC2(CC2)C1. The frontier orbital gap comes out at 10.92 eV. Its charge is 0.

Each line ends with the Mulliken charge.
Element x y z (Å)
C1 2.22 -0.65 -0.19  -0.80
C2 -1.24 -0.49 -0.01  0.63
C3 0.87 -0.03 -0.04  0.95
C4 -0.15 -0.27 1.07  -1.08
C5 2.08 0.83 0.10  -0.75
C6 -0.23 -0.06 -1.11  -1.00
C7 -2.50 0.35 0.11  -1.59
H1 -0.33 0.63 1.66  0.29
H2 -3.16 0.21 -0.76  0.37
H3 -0.07 -0.78 -1.92  0.30
H4 2.52 -0.93 -1.20  0.26
H5 -0.46 0.92 -1.55  0.29
H6 -3.07 0.10 1.01  0.37
H7 2.61 -1.30 0.59  0.24
H8 -2.24 1.42 0.16  0.35
H9 2.34 1.55 -0.67  0.25
H10 2.30 1.15 1.11  0.24
H11 0.04 -1.11 1.75  0.31
H12 -1.51 -1.55 -0.11  0.36


# 3
This record from the OMol25 dataset describes a 2-piece molecular cluster, C21H20N4O5 overall. The level of theory is ωB97M-V with the def2-TZVPD basis set.

The value obtained for the HOMO energy is -5.88 eV. The frontier orbital gap comes out at 3.77 eV. Its charge is 0.

Each line ends with the Mulliken charge.
Element x y z (Å)
O1 2.46 1.65 -1.33  -0.63
O2 -2.15 -4.03 -1.21  -0.60
O3 -2.20 -4.07 -3.41  -0.63
O4 -3.69 1.06 2.10  -0.74
O5 -3.19 -0.90 1.28  -0.75
N1 -2.38 -3.49 -2.31  0.97
N2 2.77 -1.64 -0.04  0.14
N3 3.95 -0.82 -1.67  0.10
N4 -3.43 0.33 1.09  0.90
C1 0.94 1.95 3.60  -0.51
C2 -3.39 0.86 -0.17  -1.32
C3 3.16 -0.48 -0.61  0.46
C4 0.23 2.06 4.79  -0.55
C5 -3.47 -0.28 -3.79  -0.42
C6 -3.05 -1.60 -3.67  -0.45
C7 -0.95 2.88 2.39  -0.26
C8 4.53 0.04 -2.69  -0.89
C9 -1.09 2.54 4.78  -0.43
C10 4.13 -2.20 -1.68  -0.41
C11 1.87 -1.81 1.09  -0.90
C12 2.08 1.20 0.98  -1.28
C13 3.40 -2.70 -0.67  -0.50
C14 -3.34 0.02 -1.34  0.93
C15 1.01 2.02 1.11  0.07
C16 -1.67 2.95 3.57  -0.41
C17 -2.85 -2.14 -2.38  -0.10
C18 -3.04 -1.35 -1.23  -0.41
C19 0.34 2.30 2.37  0.89
C20 2.56 0.86 -0.37  0.44
C21 -3.64 0.52 -2.65  -0.75
H1 0.71 1.78 5.73  0.37
H2 -3.67 0.11 -4.80  0.35
H3 4.74 -2.68 -2.42  0.46
H4 -1.65 2.61 5.71  0.37
H5 2.66 0.78 1.81  0.53
H6 4.37 1.08 -2.43  0.32
H7 1.99 1.63 3.60  0.30
H8 0.63 2.54 0.22  0.42
H9 1.32 -0.89 1.30  0.41
H10 -2.69 3.34 3.56  0.32
H11 -1.36 3.28 1.46  0.26
H12 1.14 -2.61 0.86  0.37
H13 -4.04 1.53 -2.73  0.37
H14 5.59 -0.19 -2.78  0.34
H15 3.26 -3.72 -0.35  0.49
H16 -3.55 1.94 -0.23  0.35
H17 2.43 -2.10 1.98  0.32
H18 -2.98 -1.78 -0.25  0.90
H19 -2.85 -2.23 -4.52  0.45
H20 4.06 -0.17 -3.66  0.35


Values for ΔE to the lowest compared entry with this formula, charge and spin, kJ/mol, ordered as above
55.4 122.7 1075.2